Record 1
{
  "formula": "C2H8NO2",
  "method": "ωB97M-V/def2-TZVPD",
  "species": ["C", "N", "H", "H", "H", "H", "H", "H", "O", "C", "O", "H", "H"],
  "xyz": [[-1.358, -1.502, 1.845], [-0.551, -0.236, 2.052], [-1.437, -1.802, 2.852], [-2.360, -1.224, 1.400], [-0.921, -2.161, 1.071], [0.130, -0.082, 1.278], [0.010, -0.455, 2.940], [-1.153, 0.540, 2.027], [0.540, 0.777, -0.383], [0.494, 0.980, -1.564], [1.072, 0.197, -2.422], [0.046, 1.834, -2.146], [1.835, 0.333, -3.034]],
  "total_charge": 1,
  "e_lumo_ev": -3.44,
  "e_homo_ev": -15.12,
  "de_lowest_ev": 1.5961
}

Record 2
{
  "formula": "C25H33IN9OPRh",
  "method": "ωB97M-V/def2-TZVPD",
  "species": ["Rh", "N", "C", "N", "C", "N", "N", "C", "C", "C", "C", "C", "C", "N", "C", "C", "C", "C", "C", "C", "H", "H", "H", "H", "H", "H", "H", "H", "H", "H", "H", "C", "N", "C", "P", "O", "N", "C", "C", "N", "C", "C", "H", "H", "H", "H", "H", "H", "H", "H", "H", "H", "H", "H", "H", "H", "H", "H", "H", "H", "I", "C", "C", "C", "C", "C", "N", "H", "H", "H", "H"],
  "xyz": [[0.047, 0.225, -0.354], [-3.102, -4.804, -1.768], [-3.056, -3.499, -2.013], [-2.018, -2.730, -1.812], [-0.872, -3.319, -1.343], [0.242, -2.637, -1.224], [0.198, -1.332, -1.633], [0.504, -1.013, -2.834], [0.649, 0.410, -3.126], [0.936, 0.930, -4.372], [1.077, 2.308, -4.505], [0.927, 3.119, -3.392], [0.637, 2.538, -2.168], [0.503, 1.216, -2.047], [-0.857, -4.725, -0.973], [0.262, -5.367, -0.426], [0.208, -6.709, -0.133], [-0.960, -7.441, -0.387], [-2.070, -6.833, -0.929], [-2.011, -5.472, -1.218], [-3.942, -5.322, -1.985], [-3.963, -3.059, -2.413], [0.696, -1.780, -3.575], [1.054, 0.268, -5.219], [1.307, 2.739, -5.471], [1.031, 4.192, -3.460], [0.503, 3.113, -1.264], [1.163, -4.796, -0.251], [1.070, -7.208, 0.285], [-0.990, -8.497, -0.158], [-2.971, -7.398, -1.130], [0.618, 4.832, 1.137], [1.097, 3.827, 2.087], [1.684, 4.411, 3.302], [1.167, 2.244, 1.773], [0.021, 1.900, 0.803], [1.086, 1.440, 3.188], [2.187, 0.717, 3.824], [-0.059, 1.672, 4.075], [2.566, 1.809, 0.991], [2.792, 0.498, 0.440], [3.829, 2.525, 1.250], [-0.034, 5.530, 1.661], [0.038, 4.363, 0.350], [1.451, 5.390, 0.706], [0.915, 4.936, 3.868], [2.463, 5.125, 3.030], [2.126, 3.643, 3.932], [3.019, 0.584, 3.140], [1.845, -0.265, 4.154], [2.547, 1.258, 4.702], [-0.853, 2.198, 3.546], [0.237, 2.265, 4.942], [-0.451, 0.719, 4.432], [1.877, -0.011, 0.016], [3.167, -0.241, 1.154], [3.466, 0.547, -0.416], [3.618, 3.501, 1.678], [4.362, 2.673, 0.311], [4.472, 1.972, 1.938], [-1.077, -1.142, 1.694], [-2.520, -0.293, 0.440], [-3.883, -0.341, 0.592], [-4.646, 0.280, -0.393], [-4.020, 0.896, -1.466], [-2.640, 0.902, -1.536], [-1.912, 0.320, -0.576], [-4.335, -0.836, 1.440], [-5.725, 0.280, -0.316], [-4.592, 1.380, -2.244], [-2.105, 1.374, -2.347]],
  "total_charge": 3,
  "e_lumo_ev": -9.78,
  "e_homo_ev": -15.93,
  "de_lowest_ev": 0.0287
}

Record 3
{
  "formula": "C6H6InO5",
  "method": "ωB97M-V/def2-TZVPD",
  "species": ["In", "O", "C", "C", "O", "C", "O", "C", "O", "C", "H", "H", "C", "H", "H", "O", "H", "H"],
  "xyz": [[0.001, 0.026, 0.192], [-0.006, 3.762, 0.606], [-0.004, 2.616, 0.627], [0.005, -2.561, 0.404], [0.008, -3.681, 0.643], [2.565, 0.047, 0.389], [3.707, 0.030, 0.379], [-2.564, 0.037, 0.390], [-3.704, 0.016, 0.379], [-0.001, 0.725, -2.179], [-0.903, 1.323, -2.212], [0.899, 1.326, -2.212], [0.002, -0.658, -2.163], [0.903, -1.259, -2.207], [-0.898, -1.262, -2.207], [0.002, -0.551, 3.153], [-0.762, 0.022, 3.006], [0.750, 0.043, 3.011]],
  "total_charge": 3,
  "e_lumo_ev": -15.79,
  "e_homo_ev": -24.46
}

Record 4
{
  "formula": "C11H14O2",
  "method": "ωB97M-V/def2-TZVPD",
  "species": ["C", "C", "C", "C", "C", "O", "C", "C", "C", "C", "C", "C", "O", "H", "H", "H", "H", "H", "H", "H", "H", "H", "H", "H", "H", "H", "H"],
  "xyz": [[1.580, -1.716, 1.250], [2.294, -0.817, 0.275], [1.557, -0.442, -1.053], [0.385, 0.598, -0.550], [0.689, 1.965, -0.126], [1.812, 2.654, -0.502], [-0.322, 2.863, 0.609], [-1.538, 2.301, 0.520], [-1.757, 0.966, 0.088], [-0.868, 0.072, -0.270], [-1.437, -1.275, -0.345], [-3.010, -0.908, -0.468], [-3.066, 0.447, 0.200], [0.664, -2.229, 0.481], [2.217, -2.546, 1.771], [0.938, -1.174, 2.112], [3.099, -1.348, -0.201], [2.663, 0.038, 0.690], [1.024, -1.375, -1.331], [2.454, -0.235, -1.905], [2.617, 1.849, -0.614], [-0.338, 3.884, 0.661], [-2.443, 2.711, 0.863], [-1.333, -1.893, 0.608], [-1.119, -1.887, -1.280], [-3.562, -1.776, 0.030], [-3.200, -0.728, -1.509]],
  "smiles": "CCCc1c(O)ccc2c1CCO2",
  "e_lumo_ev": 0.70,
  "e_homo_ev": -7.51,
  "de_lowest_ev": 5.1045
}

Record 5
{
  "formula": "C7H3N",
  "method": "ωB97M-V/def2-TZVPD",
  "species": ["C", "C", "C", "C", "C", "C", "C", "H", "H", "H", "N"],
  "xyz": [[-2.143, -1.638, 0.252], [-1.219, -0.919, -0.251], [0.000, -0.086, -0.304], [1.341, -0.580, -0.464], [2.726, -0.259, -0.252], [-0.260, 1.311, 0.034], [-0.834, 2.513, -0.131], [-3.120, -2.030, 0.633], [1.312, -1.643, -0.330], [-1.759, 3.401, 0.436], [3.956, -0.069, 0.377]],
  "e_lumo_ev": -1.95,
  "e_homo_ev": -9.20,
  "de_lowest_ev": 5.7439
}

Record 6
{
  "formula": "C6H12O",
  "method": "ωB97M-V/def2-TZVPD",
  "species": ["C", "C", "C", "C", "C", "C", "O", "H", "H", "H", "H", "H", "H", "H", "H", "H", "H", "H", "H"],
  "xyz": [[-0.830, -0.412, 1.700], [-0.312, 0.422, 0.511], [-1.328, 1.506, 0.166], [-0.009, -0.392, -0.736], [0.997, 0.008, -1.796], [1.304, -1.122, -0.876], [2.317, -0.803, 0.039], [-0.150, -1.223, 1.990], [-0.962, 0.235, 2.580], [-1.804, -0.874, 1.490], [0.628, 0.887, 0.830], [-1.524, 2.165, 1.018], [-2.281, 1.050, -0.136], [-0.968, 2.114, -0.668], [-0.890, -0.803, -1.224], [0.733, -0.246, -2.820], [1.581, 0.915, -1.674], [1.337, -2.145, -1.256], [2.159, -1.282, 0.861]],
  "smiles": "CC(C)[C@H]1C[C@H]1O",
  "e_lumo_ev": 0.96,
  "e_homo_ev": -9.62,
  "de_lowest_ev": 1.2098
}

Record 7
{
  "formula": "C16H42F9N4O16PS2",
  "method": "ωB97M-V/def2-TZVPD",
  "species": ["N", "H", "H", "H", "H", "N", "H", "H", "H", "H", "N", "H", "H", "H", "H", "N", "H", "H", "H", "H", "C", "O", "O", "C", "F", "F", "F", "C", "C", "H", "H", "H", "H", "H", "H", "P", "F", "F", "F", "F", "F", "F", "C", "C", "C", "O", "C", "O", "O", "H", "H", "H", "H", "H", "H", "C", "C", "C", "O", "C", "O", "O", "H", "H", "H", "H", "H", "H", "C", "C", "O", "S", "O", "O", "O", "H", "H", "H", "H", "C", "C", "O", "S", "O", "O", "O", "H", "H", "H", "H"],
  "xyz": [[-0.963, 3.792, -2.529], [-1.428, 4.142, -1.704], [-0.204, 4.446, -2.655], [-1.744, 3.884, -3.163], [-0.611, 2.871, -2.309], [4.842, 1.604, -5.269], [4.226, 1.030, -4.711], [5.821, 1.394, -5.136], [4.580, 2.554, -5.048], [4.573, 1.621, -6.243], [-1.745, 0.538, -7.319], [-1.196, 0.662, -8.158], [-2.371, 1.304, -7.119], [-1.142, 0.584, -6.510], [-2.358, -0.262, -7.391], [-0.661, -5.208, -4.827], [-1.449, -5.614, -4.344], [-0.904, -5.018, -5.789], [0.208, -5.714, -4.923], [-0.487, -4.282, -4.462], [0.761, -0.688, -1.058], [-0.001, 0.229, -0.244], [0.446, -0.210, -2.393], [2.212, -0.869, -0.461], [2.236, -1.598, 0.705], [3.043, -1.440, -1.391], [2.926, 0.343, -0.319], [-0.497, -0.310, 0.989], [-1.669, 0.508, 1.208], [-2.357, 0.547, 0.364], [-2.171, 0.367, 2.165], [-1.408, 1.563, 1.280], [0.328, -0.180, 1.690], [-0.865, -1.336, 1.013], [0.415, -1.721, -1.017], [4.498, -5.901, -6.223], [4.817, -6.131, -7.880], [5.150, -7.361, -6.063], [5.906, -5.314, -5.867], [3.961, -5.931, -4.656], [3.823, -4.324, -6.386], [3.051, -6.609, -6.592], [4.435, 3.814, 6.841], [3.014, 4.211, 7.299], [2.070, 3.121, 7.444], [1.172, 3.635, 8.411], [1.860, 4.483, 9.186], [1.531, 5.005, 10.137], [3.061, 4.591, 8.664], [5.070, 4.684, 6.672], [4.477, 3.232, 5.920], [5.108, 3.321, 7.543], [2.499, 4.954, 6.690], [2.557, 2.243, 7.869], [1.811, 3.073, 6.387], [-7.098, 4.450, 5.051], [-7.342, 5.520, 3.987], [-6.740, 6.869, 4.232], [-5.610, 6.831, 3.319], [-5.638, 5.901, 2.447], [-4.896, 5.865, 1.451], [-6.582, 5.125, 2.796], [-7.690, 3.576, 4.780], [-7.523, 4.842, 5.975], [-6.066, 4.105, 5.102], [-8.350, 5.467, 3.575], [-6.475, 6.951, 5.286], [-7.339, 7.746, 3.985], [8.158, -6.692, -0.032], [9.399, -7.155, -0.809], [10.507, -7.297, 0.085], [9.939, -7.943, 1.512], [10.741, -7.460, 2.620], [9.740, -9.407, 1.322], [8.423, -7.166, 1.280], [7.230, -7.099, -0.433], [8.121, -5.602, -0.042], [9.609, -6.568, -1.704], [9.153, -8.153, -1.174], [-8.851, -0.584, -2.106], [-7.949, 0.557, -2.001], [-8.342, 1.053, -0.749], [-8.767, -0.172, 0.361], [-10.058, 0.011, 0.927], [-7.628, -0.609, 1.242], [-8.888, -1.321, -0.869], [-8.578, -1.332, -2.850], [-9.866, -0.245, -2.314], [-8.087, 1.334, -2.753], [-6.913, 0.271, -1.816]],
  "total_charge": 2,
  "e_lumo_ev": -7.52,
  "e_homo_ev": -11.68
}

Record 8
{
  "formula": "C3H2O4",
  "method": "ωB97M-V/def2-TZVPD",
  "species": ["O", "C", "C", "O", "H", "H", "O", "C", "O"],
  "xyz": [[-1.816, 1.805, 0.220], [-1.171, 0.838, 0.137], [-0.405, -0.204, 0.257], [-0.340, -1.269, -0.621], [0.520, -0.196, 0.983], [0.327, -1.057, -1.278], [1.309, 1.572, -1.260], [2.337, 1.507, -0.723], [3.290, 1.350, -0.088]],
  "smiles": "O=C=CO.O=C=O",
  "e_lumo_ev": -0.01,
  "e_homo_ev": -9.06,
  "de_lowest_ev": 1.2638
}

Record 9
{
  "formula": "C7H17NO",
  "method": "ωB97M-V/def2-TZVPD",
  "species": ["C", "C", "C", "C", "C", "O", "N", "H", "H", "H", "H", "H", "H", "H", "H", "H", "H", "H", "C", "C", "H", "H", "H", "H", "H", "H"],
  "xyz": [[2.295, 1.096, 0.148], [1.748, 0.390, 1.401], [1.972, 0.143, -2.119], [-0.970, 0.827, -1.835], [0.027, 1.243, -0.782], [-0.188, 2.090, 0.032], [1.395, 0.863, -1.018], [2.405, 2.167, 0.330], [3.274, 0.754, -0.162], [0.904, 0.957, 1.765], [2.506, 0.101, 2.111], [1.944, 0.798, -2.992], [-1.215, 1.817, -2.221], [1.304, -0.559, 1.065], [2.994, -0.116, -1.904], [1.391, -0.736, -2.348], [-0.528, 0.257, -2.656], [-1.825, 0.206, -1.595], [-3.050, -1.606, 2.067], [-1.837, -1.521, 1.144], [-2.757, -1.970, 3.031], [-3.407, -0.602, 2.308], [-3.874, -2.185, 1.666], [-1.883, -2.110, 0.222], [-0.918, -1.770, 1.659], [-1.709, -0.532, 0.684]],
  "total_charge": 1,
  "e_lumo_ev": [-3.49, -8.11],
  "multiplicity": 2,
  "s2": 0.76,
  "e_homo_ev": [-14.42, -14.42],
  "de_lowest_ev": 0.5045
}

Record 10
{
  "formula": "C25H53Cl38NOP",
  "method": "ωB97M-V/def2-TZVPD",
  "species": ["C", "C", "O", "N", "C", "C", "C", "C", "P", "H", "H", "H", "H", "H", "H", "H", "H", "H", "H", "H", "H", "H", "H", "H", "C", "Cl", "Cl", "H", "H", "C", "Cl", "Cl", "H", "H", "C", "Cl", "Cl", "H", "H", "C", "Cl", "Cl", "H", "H", "C", "Cl", "Cl", "H", "H", "C", "Cl", "Cl", "H", "H", "C", "Cl", "Cl", "H", "H", "C", "Cl", "Cl", "H", "H", "C", "Cl", "Cl", "H", "H", "C", "Cl", "Cl", "H", "H", "C", "Cl", "Cl", "H", "H", "C", "Cl", "Cl", "H", "H", "C", "Cl", "Cl", "H", "H", "C", "Cl", "Cl", "H", "H", "C", "Cl", "Cl", "H", "H", "C", "Cl", "Cl", "H", "H", "C", "Cl", "Cl", "H", "H", "C", "Cl", "Cl", "H", "H", "C", "Cl", "Cl", "H", "H"],
  "xyz": [[3.020, 2.107, -3.117], [1.678, 1.177, -2.770], [1.314, 0.270, -3.679], [0.974, 1.490, -1.469], [-0.172, 0.547, -1.174], [0.264, -1.015, -0.921], [0.758, -1.360, 0.603], [1.276, -0.074, 1.478], [2.513, -0.784, 2.805], [2.655, 3.153, -3.524], [3.639, 2.241, -2.116], [3.636, 1.535, -3.959], [0.679, 2.495, -1.484], [-0.852, 0.543, -2.156], [-0.888, 0.984, -0.324], [-0.719, -1.664, -1.111], [1.066, -1.415, -1.684], [1.684, -2.097, 0.499], [-0.060, -1.969, 1.224], [0.413, 0.461, 2.103], [1.896, 0.720, 0.882], [2.195, -0.336, 4.143], [2.363, -2.221, 2.775], [3.896, -0.496, 2.431], [-3.844, -2.771, -1.153], [-3.309, -1.368, -0.219], [-3.241, -4.274, -0.445], [-4.936, -2.795, -1.164], [-3.467, -2.683, -2.175], [3.523, -4.810, -0.117], [2.994, -4.914, 1.567], [4.658, -3.474, -0.346], [4.014, -5.746, -0.393], [2.650, -4.649, -0.754], [-1.836, -0.988, 3.321], [-2.489, 0.009, 4.626], [-0.189, -1.516, 3.687], [-2.471, -1.868, 3.194], [-1.826, -0.404, 2.398], [-5.356, -2.535, 3.802], [-4.291, -3.768, 3.117], [-5.080, -0.963, 3.042], [-6.395, -2.832, 3.638], [-5.161, -2.452, 4.873], [1.414, -3.420, -4.499], [2.884, -3.323, -3.522], [0.458, -4.844, -4.069], [0.814, -2.523, -4.328], [1.691, -3.484, -5.554], [2.338, 5.483, -5.985], [3.746, 4.467, -5.655], [1.532, 5.960, -4.486], [2.664, 6.381, -6.515], [1.633, 4.924, -6.606], [6.028, -6.362, 3.275], [6.543, -7.019, 1.717], [7.139, -5.105, 3.833], [5.030, -5.932, 3.168], [6.005, -7.169, 4.011], [2.133, -2.388, 6.978], [1.067, -0.979, 6.989], [3.180, -2.382, 5.553], [2.754, -2.372, 7.876], [1.524, -3.295, 6.967], [0.249, 2.752, 6.013], [0.550, 4.470, 6.297], [0.800, 2.266, 4.405], [0.785, 2.167, 6.764], [-0.824, 2.561, 6.093], [-5.700, 2.728, 5.096], [-4.230, 2.826, 6.073], [-6.656, 1.305, 5.526], [-6.300, 3.625, 5.267], [-5.423, 2.665, 4.041], [-8.424, -2.174, -1.450], [-7.096, -3.254, -1.894], [-8.524, -1.976, 0.304], [-8.255, -1.196, -1.909], [-9.363, -2.596, -1.815], [7.979, -2.680, -2.700], [9.647, -2.240, -3.085], [7.336, -1.664, -1.404], [7.361, -2.552, -3.592], [7.951, -3.725, -2.379], [7.384, 5.345, -7.387], [6.317, 6.755, -7.375], [8.431, 5.351, -8.811], [8.005, 5.362, -6.488], [6.774, 4.438, -7.397], [-11.921, -2.646, -4.271], [-12.575, -1.649, -2.966], [-10.274, -3.174, -3.905], [-12.557, -3.526, -4.398], [-11.911, -2.062, -5.194], [-8.919, 1.800, -2.129], [-9.885, 0.516, -2.867], [-7.222, 1.324, -1.997], [-8.990, 2.698, -2.747], [-9.309, 2.008, -1.130], [-3.815, 2.149, -1.394], [-4.344, 2.045, 0.290], [-2.681, 3.485, -1.624], [-3.324, 1.213, -1.671], [-4.688, 2.310, -2.032], [-1.308, 8.416, -2.692], [-1.385, 8.525, -4.455], [-1.457, 6.740, -2.151], [-0.349, 8.815, -2.353], [-2.124, 9.003, -2.263], [4.016, 4.095, 0.547], [3.939, 4.204, -1.216], [3.867, 2.419, 1.088], [4.975, 4.495, 0.886], [3.200, 4.682, 0.975], [8.460, -2.871, 6.340], [9.868, -3.887, 6.670], [7.653, -2.394, 7.839], [8.786, -1.972, 5.810], [7.755, -3.430, 5.719]],
  "total_charge": 1,
  "e_lumo_ev": -2.01,
  "e_homo_ev": -11.67
}

Record 11
{
  "formula": "C18H23N4OPtSe2",
  "method": "ωB97M-V/def2-TZVPD",
  "species": ["Pt", "Se", "Se", "C", "C", "C", "C", "C", "N", "C", "C", "C", "C", "C", "N", "H", "H", "H", "H", "H", "H", "H", "H", "C", "C", "C", "O", "H", "H", "H", "H", "H", "H", "H", "C", "C", "C", "C", "N", "N", "C", "H", "H", "H", "H", "H", "H", "H", "H"],
  "xyz": [[-0.038, 0.549, 0.126], [-1.053, 3.666, -0.721], [1.092, 4.144, -1.408], [1.673, 2.432, -2.036], [2.687, 2.510, -2.992], [3.332, 1.369, -3.411], [2.947, 0.164, -2.831], [1.918, 0.174, -1.922], [1.227, 1.277, -1.537], [-0.452, 3.321, 1.096], [-0.663, 4.296, 2.049], [-0.192, 4.101, 3.342], [0.480, 2.927, 3.628], [0.635, 1.981, 2.631], [0.183, 2.162, 1.384], [2.957, 3.481, -3.386], [4.123, 1.416, -4.146], [3.444, -0.767, -3.064], [1.668, -0.738, -1.400], [-1.179, 5.202, 1.768], [-0.345, 4.857, 4.100], [0.875, 2.721, 4.612], [1.105, 1.030, 2.820], [1.349, -1.895, 1.899], [-0.167, -1.724, 1.929], [-0.743, -2.209, 3.251], [-0.552, -0.366, 1.795], [1.628, -2.946, 1.989], [1.806, -1.346, 2.726], [1.768, -1.509, 0.965], [-0.597, -2.336, 1.123], [-0.313, -1.639, 4.077], [-0.518, -3.265, 3.408], [-1.825, -2.078, 3.271], [-1.173, -3.583, -3.518], [-1.419, -2.629, -2.400], [-2.503, -2.439, -1.579], [-2.182, -1.363, -0.738], [-0.950, -0.925, -1.022], [-0.500, -1.719, -2.028], [-3.096, -0.719, 0.248], [-2.103, -4.068, -3.801], [-0.463, -4.356, -3.219], [-0.774, -3.072, -4.395], [-3.432, -2.982, -1.595], [0.318, -1.466, -2.553], [-4.099, -1.116, 0.110], [-3.119, 0.359, 0.087], [-2.767, -0.885, 1.271]],
  "total_charge": 1,
  "e_lumo_ev": -3.25,
  "e_homo_ev": -11.02,
  "de_lowest_ev": 0.0000
}